53
Properties=species:S:1:pos:R:3:forces:R:3:nbo_charge:R:1 method="wB97M-V/def2-TZVPD" total_charge=+1 gap_ev=9.2 largest_force_ha_per_bohr=0.06542 energy_ev=-36090.1839
Tl -0.164146 0.323372 -0.189114 -0.6472 0.4216 0.0216 0.83
C -3.300922 1.563043 -1.582690 0.3539 0.2171 -0.0562 -0.07
C -3.846571 1.571796 -0.157237 -1.7597 0.6220 0.0946 -0.07
O -2.911165 1.101471 0.766130 0.0743 -1.8860 0.4571 -0.55
C -3.401091 0.783598 2.102993 -0.4379 1.6145 -0.5542 -0.08
C -2.337073 0.005809 2.810213 0.5164 0.6609 -0.1755 -0.08
O -1.202908 0.779068 2.533801 1.0160 0.3576 0.2297 -0.55
C -0.101874 0.525690 3.338910 1.1339 -0.4099 0.7498 -0.07
C 1.162805 0.994551 2.607164 -0.0336 -0.7707 0.2106 -0.10
O 0.875473 2.066668 1.735569 -0.1266 -0.4378 -0.3840 -0.55
C 2.006218 2.574887 1.041949 -1.5194 0.0644 -1.6688 -0.09
C 1.459456 3.604879 0.026347 -0.8969 0.2483 0.2316 -0.08
O 0.552829 2.893549 -0.903492 2.2692 -0.7218 1.2373 -0.59
C -0.232564 3.640800 -1.783359 0.7772 2.2375 0.9336 -0.07
C -1.247593 2.748448 -2.415659 -1.3868 0.7153 0.6050 -0.09
O -1.993879 2.087373 -1.367846 1.2068 0.6328 -1.1872 -0.58
H -3.925744 2.170797 -2.308396 0.6575 -0.4466 0.9929 0.20
H -3.218473 0.541681 -1.995257 -0.1253 0.2195 0.1730 0.18
H -4.804770 1.035163 -0.127442 0.1957 -0.3931 0.0102 0.18
H -4.131064 2.587152 0.150531 0.1966 0.2118 -0.3432 0.18
H -4.329844 0.234341 2.151619 -0.4947 -0.1844 -0.5872 0.19
H -3.570322 1.793084 2.546364 0.1204 -0.8162 0.2932 0.19
H -2.135710 -0.941975 2.333462 -0.5116 -0.8040 -0.0201 0.18
H -2.480330 -0.126646 3.898674 -0.3040 0.1404 -0.4684 0.20
H 0.042048 -0.581957 3.561928 -0.3227 1.1120 -0.1674 0.17
H -0.139358 1.071505 4.305623 -0.4587 -0.3249 -0.3667 0.18
H 1.622338 0.113625 2.122055 -0.0616 0.5315 -0.3913 0.19
H 1.847321 1.324289 3.359426 0.7363 0.2283 0.5686 0.19
H 2.490836 1.810493 0.409299 0.1144 -0.1448 0.5542 0.18
H 2.681337 3.006413 1.747590 0.7378 0.4480 0.2839 0.20
H 2.331759 4.123363 -0.442796 -0.8126 -0.4949 -0.1859 0.20
H 0.826776 4.366601 0.544717 0.5314 -0.4503 -0.2634 0.20
H 0.439542 4.177326 -2.528474 -0.9883 -0.6723 0.4744 0.19
H -0.716468 4.435715 -1.135655 0.0695 -0.6138 -0.9666 0.18
H -0.841663 2.149059 -3.190189 0.6983 -1.5046 -0.2763 0.19
H -1.888998 3.391001 -2.990123 -0.7590 0.5751 -0.1208 0.20
C 1.898222 -3.535303 1.400689 -2.0030 2.2445 1.5052 -0.72
C 2.019289 -2.671745 0.200599 -1.2564 1.2669 -0.8743 0.61
O 1.821539 -1.434712 0.240400 0.8721 -2.1915 0.2399 -0.65
C 2.104455 -3.380433 -1.099035 2.0327 1.2950 -0.8943 -0.17
C 2.349930 -4.748465 -1.178318 -2.9009 -0.7121 -0.0131 -0.18
C 2.130285 -5.376181 -2.404698 -0.4929 -1.0637 -1.0234 -0.19
C 2.049165 -4.636852 -3.587260 0.8566 -0.2816 0.7836 -0.18
C 2.164652 -3.270063 -3.501389 0.3489 1.1012 -0.2427 -0.20
C 2.165019 -2.611099 -2.286858 -0.7619 -1.4055 0.8731 -0.15
H 1.684592 -2.841846 2.262262 -0.0074 -0.8105 -0.7286 0.23
H 2.749517 -4.051051 1.666578 2.0521 -1.2470 0.2444 0.25
H 1.081101 -4.256372 1.285071 0.1004 0.2346 -0.0065 0.25
H 2.126947 -5.335308 -0.289716 0.8215 -0.1080 -0.0600 0.22
H 1.848110 -6.452187 -2.537791 0.9202 0.8926 0.7164 0.23
H 2.028935 -5.122118 -4.550853 -0.3039 -0.0986 -0.0185 0.23
H 2.287748 -2.668854 -4.384622 -0.2565 0.0535 -0.3706 0.22
H 2.074292 -1.553443 -2.211696 0.2194 0.6478 -0.0687 0.22

***

56
Properties=species:S:1:pos:R:3:forces:R:3:nbo_charge:R:1 method="wB97M-V/def2-TZVPD" total_charge=+2 gap_ev="2.9 / 2.5" largest_force_ha_per_bohr=0.18273 e_above_lowest_ev=3.8162 energy_ev=-37327.5188
N 1.681524 0.939020 -0.302053 1.7525 5.0760 -2.6161 -0.91
C 2.377449 2.079195 -0.346057 3.2599 -5.3640 6.9921 0.97
O 3.329391 2.377494 0.427768 -3.8155 2.0566 -5.8240 -0.48
Ag 2.721919 0.741473 1.818902 0.1309 -1.1033 1.7034 0.99
Nb 0.176112 -0.162329 -0.071642 -3.3524 -1.0480 -1.4410 2.10
N 0.722691 -2.082032 0.159170 -0.2616 1.5189 0.1766 -0.65
N -0.910119 0.024913 -1.773734 1.1949 0.2380 1.6836 -0.63
C 1.799603 -2.981393 -0.328000 0.7214 -0.4808 -0.3844 0.11
C -0.471665 0.549083 -3.103570 0.4472 0.0282 -0.9122 0.11
C 2.029081 -4.132743 0.676098 -0.2178 0.0456 0.2107 -0.63
C 1.426509 -3.555619 -1.713868 -0.2497 0.0365 -0.0446 -0.62
C 3.103670 -2.178518 -0.457162 -0.1572 0.1396 0.1312 -0.61
C -0.386255 2.089754 -3.026708 -0.2564 -0.0176 0.1326 -0.61
C -1.436700 0.125207 -4.231768 -0.1969 -0.1456 0.1028 -0.64
C 0.917762 -0.033209 -3.420410 -0.0656 -0.1452 -0.0258 -0.61
H 2.218374 -3.730817 1.687780 -0.0366 -0.1920 -0.3667 0.22
H 2.904298 -4.731581 0.370919 -0.3849 0.3241 0.0710 0.25
H 1.162374 -4.813455 0.728368 0.3774 0.2439 -0.0507 0.23
H 0.458981 -4.085602 -1.677191 0.4290 0.1509 -0.0492 0.22
H 2.190675 -4.273069 -2.061737 -0.3277 0.3566 0.2333 0.25
H 1.345584 -2.741486 -2.451661 0.0726 -0.3739 0.2517 0.21
H 2.955474 -1.295326 -1.100610 0.1732 -0.2976 0.0627 0.20
H 3.902842 -2.806764 -0.886306 -0.3619 0.3543 0.1660 0.27
H 3.440118 -1.846012 0.545702 -0.0554 -0.0846 -0.2731 0.19
H -1.355152 2.516608 -2.709123 0.4970 -0.1267 -0.0680 0.24
H -0.132197 2.523126 -4.011525 -0.0640 -0.3229 0.4434 0.25
H 0.390597 2.386998 -2.299865 -0.3595 0.0548 -0.2648 0.18
H -2.434106 0.585334 -4.126547 0.4337 -0.1605 -0.0621 0.23
H -1.556821 -0.972801 -4.258137 0.0653 0.4411 -0.0316 0.22
H -1.024876 0.446406 -5.204180 -0.1297 -0.1238 0.4783 0.25
H 1.311877 0.397195 -4.357926 -0.1707 -0.1795 0.4626 0.26
H 0.854113 -1.129049 -3.538316 0.0607 0.5148 -0.0169 0.22
H 1.626844 0.203910 -2.610013 -0.0850 -0.1199 -0.3894 0.18
C -0.503711 -2.746923 0.607685 -0.3833 -0.1608 0.2029 -0.43
H -1.294361 -1.982990 0.784345 -0.0282 -0.1076 0.0586 0.20
H -0.917585 -3.455040 -0.138194 0.3029 0.4258 0.2743 0.24
H -0.379378 -3.274984 1.573482 -0.0059 0.3906 -0.4632 0.25
C -2.355013 -0.079318 -1.579769 -0.6345 0.1600 0.4709 -0.44
H -2.567539 -0.320955 -0.519158 -0.0779 0.0381 -0.2205 0.21
H -2.884784 0.874748 -1.792444 0.4783 -0.4434 0.1495 0.25
H -2.824108 -0.870138 -2.199828 0.4751 0.2968 0.3396 0.25
O -0.956635 0.519994 4.379470 0.0565 -0.4962 1.4117 -0.70
C -1.285794 1.828387 4.267446 0.0683 0.2926 -1.1764 0.44
C -1.630043 2.473308 5.462226 0.0184 0.1061 -0.0761 -0.30
C -1.978275 3.820819 5.476560 0.1990 -0.5971 -0.4227 -0.11
C -1.990994 4.546408 4.289698 0.1832 -0.2388 -0.6969 -0.24
C -1.650896 3.929624 3.083125 -0.1784 0.2807 0.7574 -0.11
C -1.292241 2.565523 3.035446 0.1652 -0.7163 -0.0065 -0.32
C -0.917604 1.989565 1.706469 -0.4198 5.6879 -2.9492 0.77
O -0.859410 2.748491 0.635529 0.0487 -3.5793 3.8143 -0.64
O -0.572688 0.733814 1.611064 0.8893 -3.2018 -0.9366 -0.79
H -0.690139 -0.079248 3.677592 -0.3513 1.0612 -0.6410 0.50
H -1.621288 1.921300 6.394345 0.0472 -0.1547 -0.1787 0.25
H -2.238248 4.300369 6.410734 0.0062 -0.0534 0.0088 0.24
H -2.261694 5.593729 4.304359 0.0124 -0.0385 -0.0903 0.24
H -1.667543 4.529607 2.183218 0.0612 -0.2459 -0.1115 0.25

***

52
Properties=species:S:1:pos:R:3:forces:R:3:nbo_charge:R:1 method="wB97M-V/def2-TZVPD" total_charge=+1 gap_ev=8.4 largest_force_ha_per_bohr=0.02179 e_above_lowest_ev=2.2175 energy_ev=-28252.2070
C 1.998682 1.267066 -0.329840 0.0318 0.2356 -0.0798 -0.46
C 2.570013 0.726428 0.732690 0.0616 -0.0444 -0.0360 -0.11
C 3.245510 -0.609691 0.744516 -0.0541 -0.0713 0.0608 -0.47
C 2.862021 -1.421700 1.953543 -0.1147 -0.0099 -0.1490 -0.07
C 3.796578 -1.787893 2.906452 -0.1281 -0.0117 -0.0339 -0.17
C 3.433537 -2.532369 4.016909 0.0015 -0.0720 0.1290 -0.22
C 2.118117 -2.920463 4.177962 0.1189 0.0166 0.0204 -0.20
C 1.163154 -2.564726 3.238436 -0.2705 0.0610 -0.1946 -0.24
C 1.529647 -1.814446 2.132369 0.2322 0.0173 0.1175 0.29
O 0.655090 -1.409993 1.148484 0.1898 -0.1183 0.0198 -0.54
C -0.726283 -1.605730 1.342874 -0.5306 0.0939 0.0194 -0.09
C -1.421025 -0.816475 0.225599 0.2616 -0.5641 -0.0707 0.07
O -0.994720 0.528207 0.263984 0.1477 0.1637 0.1538 -0.77
C -1.128101 -1.494149 -1.135692 -0.1522 0.0554 0.3712 -0.24
N -1.613957 -0.848962 -2.336133 0.0029 0.0713 -0.0742 -0.44
C -2.987608 -0.433974 -2.378085 0.0708 0.1579 0.0551 -0.23
C -3.189012 1.015221 -1.891999 -0.4868 -0.7988 0.3455 -0.26
N -2.350276 1.918849 -2.716944 -0.1501 0.0730 -0.3430 -0.34
C -2.589403 3.361293 -2.447683 0.1139 0.7916 0.4340 -0.24
C -2.076810 3.845937 -1.090577 -0.2956 -0.1259 -0.0122 -0.09
O -0.677584 3.977608 -1.165052 0.3087 0.0868 -0.0719 -0.73
C -0.925399 1.524886 -2.581396 0.9952 -0.5134 -0.0443 -0.27
C -0.764655 0.070452 -3.044294 -0.0910 0.1903 0.0952 -0.23
H 1.560444 2.251296 -0.312500 -0.0730 0.2161 0.0690 0.20
H 1.998850 0.762422 -1.283289 0.0041 -0.2024 -0.1932 0.19
H 2.583992 1.255805 1.676809 -0.0219 0.1594 0.0933 0.21
H 2.994923 -1.157436 -0.167320 0.0746 0.0488 -0.0528 0.22
H 4.326788 -0.449437 0.759142 -0.0133 -0.0640 -0.0257 0.24
H 4.825381 -1.485983 2.776681 0.1062 0.0407 -0.0430 0.22
H 4.176197 -2.807890 4.748728 0.0690 -0.0316 0.0737 0.22
H 1.822705 -3.504530 5.035668 -0.0257 -0.0548 0.0766 0.22
H 0.142303 -2.883729 3.377803 -0.1035 -0.0192 -0.0005 0.21
H -1.037670 -1.207376 2.317395 0.0482 -0.0698 -0.1015 0.20
H -0.995410 -2.667317 1.285485 0.0409 0.0449 0.0380 0.19
H -2.499970 -0.810313 0.418471 0.0736 -0.0816 0.0264 0.18
H -0.038891 0.512424 0.453632 -0.0041 0.0925 -0.0151 0.51
H -1.571935 -2.494399 -1.098541 0.0896 -0.0609 0.0763 0.21
H -0.048052 -1.608963 -1.231970 0.0014 -0.0695 -0.0087 0.22
H -3.591370 -1.106920 -1.770003 -0.1068 0.0606 -0.0348 0.24
H -3.341367 -0.511808 -3.415197 -0.1180 0.0088 0.0263 0.20
H -4.236099 1.307904 -1.982625 0.0706 0.1318 -0.0795 0.23
H -2.864860 1.107901 -0.856682 -0.0131 0.1489 -0.1301 0.25
H -2.612545 1.748409 -3.696320 0.0143 0.0810 0.1398 0.42
H -2.069256 3.939733 -3.215109 -0.0773 -0.1463 -0.0380 0.24
H -3.662017 3.548847 -2.520524 0.0543 -0.1311 -0.0497 0.23
H -2.360226 3.154699 -0.286484 -0.0570 0.0704 -0.0670 0.19
H -2.550639 4.815198 -0.892697 -0.0428 -0.1556 -0.0637 0.20
H -0.352863 4.465238 -0.401240 -0.0420 0.0082 0.0048 0.49
H -0.307057 2.200288 -3.171867 -0.1448 0.0800 -0.0415 0.23
H -0.651616 1.612086 -1.529666 -0.1667 0.0756 -0.2819 0.28
H 0.275692 -0.228999 -2.925292 0.0126 0.0772 -0.0512 0.24
H -1.010699 0.000998 -4.112819 0.0876 0.0573 -0.0584 0.19

***

54
Properties=species:S:1:pos:R:3:forces:R:3:nbo_charge:R:1 method="wB97M-V/def2-TZVPD" gap_ev=8.9 largest_force_ha_per_bohr=0.01395 e_above_lowest_ev=1.5458 energy_ev=-31797.7158
C 2.049628 5.257966 3.168582 -0.1616 -0.2302 -0.3114 -0.63
C 1.304788 5.044986 1.857540 0.3121 0.5360 0.0653 -0.07
O 1.027516 3.666868 1.630428 -0.0677 -0.3910 -0.0346 -0.51
C 2.020669 2.931560 1.094669 0.1669 0.2903 -0.0848 0.77
O 3.089460 3.413562 0.775336 -0.0761 -0.0147 0.0820 -0.64
C 1.636444 1.539163 0.946014 -0.6388 -0.1837 0.2694 -0.05
C 0.455501 0.912819 1.334774 0.3834 0.1450 -0.1217 0.04
C -0.720092 1.515898 2.013293 -0.1922 0.0148 0.0911 -0.65
C 0.566833 -0.437421 0.939873 0.3046 0.2952 0.0564 -0.20
C -0.470800 -1.468434 1.141466 0.3139 -0.0880 -0.3317 0.66
O -1.145057 -1.569459 2.149458 -0.2235 -0.0133 0.2373 -0.63
N -0.612626 -2.323354 0.090109 -0.0015 -0.1004 -0.2514 -0.62
C -1.651280 -3.327135 0.080452 -0.4463 0.0164 0.1230 -0.25
C -3.050902 -2.768455 -0.260300 0.2710 -0.1310 0.1904 -0.21
N -3.305736 -2.370931 -1.624149 0.0467 -0.0032 -0.1041 -0.45
C -3.249348 -3.429019 -2.611667 -0.1867 0.2024 -0.2627 -0.25
C -3.892358 -2.911360 -3.901310 0.0130 -0.3826 0.1322 -0.07
O -3.238485 -1.755664 -4.372206 0.1047 -0.0144 -0.1232 -0.52
C -3.261325 -0.739151 -3.396178 0.2211 0.2185 0.2784 -0.07
C -2.589319 -1.208177 -2.103222 -0.2616 0.1264 -0.3481 -0.24
C 1.816156 -0.598473 0.348802 -0.2130 -0.1522 0.0493 0.21
C 2.453081 -1.843823 -0.164577 0.1020 0.0772 -0.0152 -0.67
N 2.449950 0.593777 0.351428 -0.3099 -0.0706 -0.0603 -0.29
C 3.792964 0.815876 -0.129037 0.6887 0.1012 -0.0474 -0.22
C 4.812324 0.708139 1.002853 -0.1636 0.0386 -0.1953 -0.61
H 3.026527 4.783305 3.119832 0.0751 0.0068 0.0282 0.22
H 1.487937 4.827335 3.994179 -0.0404 0.0092 0.1007 0.21
H 2.183365 6.321504 3.344620 0.0216 0.1228 0.0503 0.21
H 0.326425 5.529969 1.878808 0.1128 -0.0686 -0.0461 0.19
H 1.896528 5.434092 1.021810 -0.1913 -0.0259 0.1170 0.20
H -1.227826 2.216046 1.350741 -0.0498 0.0755 0.0258 0.22
H -0.404563 2.069949 2.894051 -0.0842 0.0350 0.0471 0.23
H -1.409033 0.731400 2.313036 -0.0376 0.0448 0.0241 0.24
H -0.167876 -2.089244 -0.781885 -0.0158 0.0716 0.1303 0.40
H -1.370112 -4.118304 -0.617491 0.0141 -0.0132 0.0714 0.20
H -1.701038 -3.740769 1.091080 0.0067 -0.0939 -0.1380 0.23
H -3.787657 -3.536052 -0.007230 -0.0040 0.0197 0.0850 0.20
H -3.230667 -1.901132 0.379431 -0.0251 -0.0855 0.0656 0.21
H -3.806252 -4.292921 -2.244345 0.0118 -0.0509 -0.0201 0.21
H -2.213218 -3.740350 -2.836531 -0.0492 -0.0427 0.0187 0.16
H -3.816952 -3.651949 -4.699429 -0.0508 0.0059 0.0642 0.19
H -4.951342 -2.686559 -3.706248 0.0679 -0.0561 -0.0122 0.17
H -2.729933 0.111090 -3.827139 -0.0505 -0.0048 0.0586 0.19
H -4.300595 -0.453094 -3.178270 0.0840 0.0139 0.0089 0.17
H -2.632400 -0.419938 -1.349931 0.0544 0.0333 0.0091 0.21
H -1.530753 -1.429157 -2.332228 -0.0388 0.0784 0.0090 0.15
H 2.488214 -1.851157 -1.255975 0.0395 -0.0732 -0.0549 0.22
H 1.887821 -2.708792 0.171374 0.0325 -0.0124 -0.0246 0.24
H 3.472723 -1.938075 0.204505 0.0799 -0.0503 -0.0215 0.23
H 3.844768 1.817219 -0.558508 -0.0333 -0.2534 -0.0403 0.25
H 4.006714 0.082394 -0.909385 -0.0902 0.0659 0.0488 0.20
H 4.721405 -0.243871 1.521372 0.0224 -0.1041 0.0385 0.20
H 5.818246 0.798217 0.602737 0.1433 0.0069 -0.0052 0.21
H 4.650058 1.511606 1.715438 0.0096 0.0588 0.0786 0.23